The following is a DFT calculation (the ωB97M-V functional and the def2-TZVPD basis) of a cluster of 2 separate species, CH3FO2S in total.

- ΔE to the lowest compared entry with this formula, charge and spin (kcal/mol) = 166.19
- <S²> = 2.006
- DFT total energy (Eh) = -688.09273
- HOMO energy (spin up / spin down) (eV) = -6.23 / -11.91
- multiplicity = 3
- maximum force (hartree/bohr) = 0.13179
- Kohn-Sham gap (spin up / spin down) (eV) = 6.45 / 7.53

The geometry in XYZ format:
```
8
CH3FO2S | the OMol25 dataset | the ωB97M-V functional and the def2-TZVPD basis
O 2.1642 0.4560 0.2601
O 1.5701 -1.9163 0.1978
S 1.2050 -0.5428 0.4709
H -0.3396 1.0455 -0.9508
H 0.8228 -0.5866 1.9496
H -0.6790 -1.0273 -0.9538
C -0.5011 -0.3176 -0.2783
F -1.4151 -0.1592 0.6978
```